[1]
Molecular formula: C11H8N5O8
Method: DFT, wB97M-V/def2-TZVPD

Frontier orbital gap (hartree): 0.222
Max |F| (eV Å⁻¹): 3.50
Spin multiplicity: 1
LUMO energy (eV): 1.2
Total charge: -1

The geometry in XYZ format:
```
32
Properties=species:S:1:pos:R:3:forces:R:3:mulliken_charge:R:1
H -2.06962 1.65544 -3.61848 -0.048 -0.087 0.258 0.545
O -4.30688 -2.81494 -1.22730 0.579 0.122 0.505 -0.219
C -4.23374 0.03578 -4.33157 -0.983 0.591 -1.806 -0.066
N -4.94171 0.07851 -5.26119 1.347 -0.134 1.734 -0.566
O -2.85629 -2.89008 0.56680 -0.474 0.402 -1.086 -0.655
C -1.76121 0.22483 1.43486 -1.731 1.801 2.452 -0.262
C -1.77584 -0.28275 -0.78472 2.463 -0.440 -0.540 0.033
C -3.60979 -1.04167 -2.24050 -1.633 -1.190 -0.383 1.039
O 0.35947 1.42425 -0.59665 -1.416 0.090 -1.358 -0.593
C -3.38190 0.00607 -3.18450 0.798 0.606 0.540 0.150
C -2.80179 -1.16018 -1.10180 -1.096 -1.994 0.981 0.052
N -3.21340 -2.32449 -0.44444 0.027 1.541 -1.189 0.834
O -4.07776 0.22538 1.15746 1.461 -0.453 0.809 -0.693
H -1.72428 1.22784 0.97681 -0.093 -0.573 0.627 0.367
N -0.38139 1.56101 -1.59414 1.559 0.623 -0.242 0.986
H 2.78241 1.72367 4.50340 0.036 -0.032 0.047 0.386
C 1.86982 1.98796 3.96877 -0.038 0.250 -0.011 -1.196
C 1.06042 0.73899 3.74415 -0.292 -0.109 -0.334 -0.153
N -4.53708 -2.01044 -2.34890 1.743 0.823 1.141 -0.703
C -0.76354 -0.07228 2.50170 -0.099 -1.128 -0.415 0.219
H 1.67930 -0.03497 3.28412 -0.133 -0.041 0.066 0.288
O -0.04734 1.02443 2.83852 0.730 -0.140 0.596 -0.278
C -2.33590 0.88919 -2.89575 -1.125 -0.622 -0.558 -0.700
H -1.08209 -0.48766 0.05749 -0.152 -0.460 -1.842 0.520
C -1.56088 0.74754 -1.72075 -0.149 -0.312 0.400 -0.307
N -3.08607 -0.08574 1.88653 -0.380 0.026 0.439 1.081
H 2.16026 2.45421 3.02691 -0.069 -0.007 -0.008 0.301
O -0.11383 2.35027 -2.52970 -0.424 -0.928 1.399 -0.679
O -3.21474 -0.64737 2.99647 -0.523 0.584 -1.469 -0.686
H 0.67487 0.35451 4.69402 -0.060 -0.050 -0.246 0.283
H 1.33143 2.71415 4.57951 -0.037 0.040 -0.114 0.295
O -0.56806 -1.17735 2.98275 0.213 1.199 -0.395 -0.627
```
Forces are in eV/Å.

***

[2]
Molecular formula: C5H2ClN
Method: DFT, wB97M-V/def2-TZVPD

Frontier orbital gap (hartree): 0.337
Max |F| (eV Å⁻¹): 5.99
Spin multiplicity: 1
LUMO energy (eV): 0.2

The geometry in XYZ format:
```
9
Properties=species:S:1:pos:R:3:forces:R:3:mulliken_charge:R:1
C 0.65839 0.04022 0.86791 -0.997 1.395 0.488 -0.207
H -0.98102 -1.46015 1.44869 0.449 0.131 -0.789 0.351
C -0.50248 -0.88812 0.63386 0.745 0.605 2.423 -0.250
C -0.39720 0.21922 -1.36968 0.533 -0.867 2.541 -0.108
H 1.09022 0.44834 1.85470 -0.546 -1.556 -1.472 0.290
Cl 1.81961 2.05734 -0.78087 0.691 0.537 0.330 -0.134
C 0.86359 0.83027 -0.21268 -4.024 -2.538 -3.633 0.213
C -1.51503 -0.52848 -1.91617 2.204 1.657 1.040 -0.216
N -1.03609 -0.71864 -0.52576 0.945 0.636 -0.926 0.061
```
Forces are in eV/Å.

***

[3]
Molecular formula: C47H45O6P4Sr
Method: DFT, wB97M-V/def2-TZVPD

Frontier orbital gap (hartree): 0.188
Max |F| (eV Å⁻¹): 8.89
Spin multiplicity: 1
LUMO energy (eV): -3.3
Total charge: +1

The geometry in XYZ format:
```
103
Properties=species:S:1:pos:R:3:forces:R:3:mulliken_charge:R:1
H -0.71620 -4.58809 -0.52148 -0.015 -0.029 0.056 0.337
H -2.55418 4.00288 -5.31482 0.002 0.000 -0.004 0.462
P 0.13865 1.29618 -2.12684 0.274 -2.288 -2.435 1.628
Sr 0.55937 0.62230 0.40179 5.171 -4.464 5.690 -0.500
C -1.33358 -0.59120 -3.57365 0.259 -0.248 0.189 -0.929
H -0.81026 4.01895 -1.44337 0.088 0.012 -0.392 0.703
C -1.33495 1.11311 -0.88855 -0.546 1.176 -0.353 -2.666
H -2.23859 2.82330 -3.17617 -0.038 -0.002 0.010 0.373
C -4.01331 -4.14971 -1.13982 0.013 0.017 -0.013 -0.671
H 1.51724 2.67513 1.88721 0.235 -0.036 -0.560 0.629
C -0.86920 -2.95182 -3.53565 -0.115 0.098 -0.157 -0.648
H 1.82394 1.93546 -4.26957 0.011 -0.014 -0.035 0.469
P 4.10964 -0.49532 2.10515 0.938 0.561 -0.868 0.843
C 4.67329 -0.22373 -0.45544 0.238 0.049 0.097 -0.483
H -3.59560 -2.22722 4.96577 -0.002 0.034 -0.009 0.458
H -2.98773 -2.76185 2.65786 -0.020 -0.050 -0.039 0.513
C 2.02485 -3.09669 0.56950 -0.031 0.022 0.065 0.029
H 2.26232 -2.13235 0.14202 0.099 0.030 -0.145 0.179
C 0.18266 3.83467 -1.05721 0.656 0.452 0.849 -1.388
C 1.47675 -5.48199 1.85791 0.027 0.004 -0.029 -0.873
C -5.13408 3.63869 0.29408 0.059 -0.051 0.032 -0.839
O 5.21132 -0.24116 0.84380 -0.417 -0.019 0.633 -0.511
H 3.96553 -3.92572 0.16926 0.010 0.054 0.051 0.452
H 1.49187 3.13260 -6.41487 0.001 -0.009 0.013 0.465
P -1.35111 2.33444 0.61832 -0.446 0.848 -0.241 2.564
H -0.46275 -4.65949 2.24582 0.014 0.006 0.002 0.482
C -4.00038 2.84437 0.34086 0.122 0.148 0.025 -0.596
H 3.57746 -0.24075 -0.42205 -0.091 0.031 -0.164 -0.117
C 0.25336 -2.73500 -2.75877 0.276 0.167 0.039 -0.450
H -2.07044 -0.89192 6.38829 0.000 -0.004 -0.016 0.429
C -3.13168 -2.31313 0.13371 0.013 0.056 -0.082 -0.772
O 2.16862 -0.88908 3.64529 -0.757 -0.045 0.258 -0.486
C 0.86745 2.38412 -4.50917 -0.034 0.103 0.124 -0.752
H -3.27916 -1.34362 0.60131 -0.029 -0.045 0.115 0.671
H 4.99868 0.68710 -0.96436 -0.079 -0.033 -0.077 0.283
C -4.19798 -2.92971 -0.50130 0.003 0.035 -0.043 -0.839
C -2.73775 3.44710 0.41219 0.012 -0.134 -0.041 0.343
C -5.00916 5.02233 0.31181 -0.043 -0.001 0.005 -0.498
C -0.18405 2.31266 -3.59663 0.127 0.162 0.588 1.368
C -2.29569 -2.19534 3.26475 -0.005 -0.092 -0.010 -0.764
C 0.28540 3.14568 0.15491 -1.039 1.527 0.597 0.614
H -2.54734 -2.06090 -4.54281 0.011 -0.018 -0.006 0.439
H -1.96448 0.23303 -3.88125 0.020 0.027 -0.064 0.445
H 0.86642 -3.56777 -2.43711 -0.004 0.010 -0.003 0.472
C 2.99456 -4.08858 0.61885 0.052 0.047 -0.027 -0.831
C 3.79832 1.71642 3.52392 0.107 0.001 -0.018 -0.089
H -1.63866 5.30002 0.46978 0.002 0.031 0.046 0.441
C 1.51984 3.04878 0.84955 -1.194 0.598 -0.105 -0.487
C -1.42220 2.87649 -3.88708 0.134 0.141 0.087 -0.332
C -3.75824 5.61995 0.35820 0.046 0.019 0.034 -0.809
C -0.18839 -0.36838 -2.79980 0.088 0.114 0.083 1.083
C -1.66557 -1.88211 -3.94160 0.034 -0.136 0.014 -0.972
H 3.78062 1.79844 4.60998 -0.037 0.007 0.011 0.328
C -1.87327 -2.91901 0.18480 -0.080 0.127 -0.132 0.529
H 5.54282 -2.96680 4.19105 0.003 0.000 0.010 0.253
C 0.61079 -1.43989 -2.38713 -0.529 0.010 -0.233 -0.455
H -0.68316 4.18584 -6.91757 -0.005 -0.024 -0.006 0.426
H 0.14955 -0.19553 5.48893 0.005 -0.071 0.015 0.485
C 2.71886 -5.28291 1.26247 -0.064 -0.073 0.062 -0.787
O 4.95435 -1.75082 2.68399 -0.337 0.059 0.023 -0.337
H 3.77334 -2.76819 4.06671 0.003 -0.012 0.000 0.177
H -5.89706 5.64086 0.30213 0.007 -0.011 -0.051 0.413
H 1.48957 -1.27624 -1.77864 0.116 0.044 -0.104 0.796
C 0.67928 3.06093 -5.70433 0.030 -0.043 0.008 -0.760
C 1.33591 4.35583 -1.64344 0.056 -0.239 0.152 -0.447
C -0.54698 3.64711 -5.98937 -0.020 0.008 0.009 -0.640
C -2.64528 -1.88691 4.57430 0.038 0.021 -0.016 -0.812
H -5.17331 -2.45942 -0.49861 0.005 -0.002 -0.012 0.463
C 2.56964 4.08095 -1.06444 -0.183 0.119 0.052 -1.115
H -1.23062 0.06286 -0.49151 -1.158 0.476 -0.759 1.231
H -6.11306 3.17992 0.26339 0.010 0.005 -0.019 0.442
C -2.75508 -4.73115 -1.15162 0.030 0.058 0.027 -0.612
H -2.25458 1.11981 -1.46937 -0.017 0.142 -0.058 0.809
C -1.69070 -4.11948 -0.49856 -0.124 -0.053 0.088 -0.912
C -2.61559 4.83760 0.41711 0.045 -0.193 0.013 -0.174
H 4.18421 2.65293 3.10908 -0.035 -0.005 -0.002 0.236
H -1.12997 -3.95840 -3.83538 -0.025 0.015 0.037 0.427
C -1.78450 -1.14545 5.37497 0.006 0.011 -0.056 -0.794
C 4.73606 -2.26315 4.00021 -0.026 0.023 -0.002 -0.582
H 1.26569 -6.40783 2.37732 0.005 0.005 -0.005 0.451
C 2.66010 3.45712 0.18319 0.028 0.051 0.200 -0.341
C -1.59792 3.55133 -5.08789 -0.012 -0.084 0.048 -0.858
H 4.76935 -1.45930 4.73523 -0.001 -0.003 0.002 0.263
C -0.18605 -1.08956 3.58301 0.362 -0.208 -0.016 0.877
C 1.14042 -0.72772 2.98339 0.128 0.394 -0.795 -0.756
H -4.84430 -4.63642 -1.63360 0.005 -0.001 0.006 0.419
C -1.07145 -1.78216 2.74982 -0.122 0.214 -0.302 0.333
O -1.25899 1.50531 1.86751 -0.149 0.739 -0.804 -0.356
H 1.27367 4.91905 -2.56474 0.012 -0.023 -0.025 0.477
H 3.62358 3.29359 0.65098 0.014 0.100 -0.049 0.478
O 1.55573 1.20224 -1.51307 -1.701 1.002 -2.019 -0.762
H -2.59630 -5.66792 -1.67075 -0.001 -0.015 0.022 0.496
H 3.47547 4.39035 -1.56908 -0.002 0.037 0.049 0.449
C 0.50591 -4.49727 1.78581 -0.010 0.046 0.089 -0.351
H 5.02650 -1.08996 -1.02128 -0.051 0.009 -0.036 0.327
H 2.77896 1.53867 3.17663 -0.064 0.006 0.038 -0.350
H 3.47451 -6.05606 1.31688 -0.010 0.010 -0.005 0.412
H -4.09307 1.76465 0.34565 -0.025 -0.021 0.032 0.447
H -3.67234 6.69822 0.36545 0.007 -0.013 0.011 0.448
C -0.54971 -0.75484 4.87827 -0.076 -0.065 0.164 -0.386
P -0.50971 -2.00165 0.99164 -0.183 -0.911 0.896 2.013
C 0.77236 -3.29231 1.13534 -0.046 -0.127 -0.133 0.249
O 4.65087 0.64962 3.16253 -0.058 -0.400 -0.195 -0.441
```
Forces are in eV/Å.

***

[4]
Molecular formula: C5H11N
Method: DFT, wB97M-V/def2-TZVPD

Frontier orbital gap (hartree): 0.343
Max |F| (eV Å⁻¹): 2.77
SMILES: CC(C)=C(C)N
Spin multiplicity: 1
LUMO energy (eV): 1.0

The geometry in XYZ format:
```
17
Properties=species:S:1:pos:R:3:forces:R:3:mulliken_charge:R:1
H 1.24043 1.25174 1.58586 -0.053 -0.019 0.288 0.310
H 1.15210 1.87875 -1.11551 0.008 0.426 0.002 0.254
H 0.78598 -0.18255 2.55336 0.092 0.122 0.172 0.365
C -1.21790 0.15640 -1.59354 0.979 0.202 -1.149 -1.330
H -0.88293 -2.02736 -0.32150 -0.417 0.346 0.059 0.347
H 2.00842 -0.28096 1.29123 0.031 -0.181 -0.006 0.291
C 1.05687 0.17961 1.56290 -0.102 0.306 0.294 -1.431
C -0.24233 -1.66384 0.47267 -0.355 -0.457 1.000 -1.315
H 0.69391 -2.17636 0.29687 0.617 0.008 -0.060 0.305
H -0.84082 -0.70268 -2.14788 -0.488 -0.367 0.039 0.374
H -1.32072 0.93664 -2.34941 0.340 0.194 0.175 0.362
N 0.23602 1.92306 -0.67881 0.034 -0.704 -0.250 -0.667
H -0.56628 -2.06816 1.43397 -0.339 -0.111 -0.028 0.349
C -0.20828 0.53826 -0.54117 -1.447 1.487 1.356 0.654
C 0.00124 -0.18440 0.57577 1.229 -0.612 -2.411 0.517
H 0.33049 2.38458 0.21476 0.159 -0.082 0.047 0.284
H -2.22619 0.03726 -1.23956 -0.287 -0.559 0.472 0.332
```
Forces are in eV/Å.

***

[5]
Molecular formula: C2H3NOS
Method: DFT, wB97M-V/def2-TZVPD

Frontier orbital gap (hartree): 0.378
Max |F| (eV Å⁻¹): 4.26
SMILES: O=C=S.C=N
Spin multiplicity: 1
LUMO energy (eV): 0.6

The geometry in XYZ format:
```
8
Properties=species:S:1:pos:R:3:forces:R:3:mulliken_charge:R:1
H 1.86955 -0.59605 -1.23853 0.880 0.994 -1.732 0.249
C -2.10808 0.03592 0.06360 -0.999 3.485 -2.238 0.734
O -2.35366 0.97688 -0.59761 0.455 -1.705 1.014 -0.364
H 0.65280 0.02273 1.27712 1.155 1.097 -1.277 0.236
N 1.94068 -0.52582 -0.25927 -0.074 -2.410 1.857 -0.495
H 0.72379 1.00278 -0.43621 -1.327 0.486 0.236 0.285
S -1.79067 -1.14033 0.96532 0.252 -1.896 1.225 -0.352
C 1.06558 0.22389 0.22558 -0.342 -0.052 0.914 -0.293
```
Forces are in eV/Å.